Computed, not measured: a 2-piece molecular cluster, CH5N2O2 overall, with ωB97M-V/def2-TZVPD.

Each line ends with the natural charge from an NBO analysis.
CARTESIAN COORDINATES (ANGSTROEM)
C  -1.2925  0.2326  0.2606  -0.4594
N  2.2703  0.0081  0.1709  -0.5043
N  -0.2779  -0.8081  0.5172  -0.0367
O  0.2985  -1.2400  -0.5160  -0.5606
O  1.3335  0.5492  0.9476  -0.5350
H  -2.1274  -0.1820  -0.4791  0.1533
H  -1.6867  0.6405  1.0887  0.1728
H  -0.8516  1.1118  -0.4674  0.1610
H  1.5626  -0.6670  -0.4445  0.3518
H  2.9217  -0.5293  0.8171  0.2572

Output
Net charge = -1
ΔE to the lowest compared entry with this formula, charge and spin = 7.422 eV
Kohn-Sham gap (spin up / spin down) = 6.64 / 7.06 eV

Computed, not measured: a 2-piece molecular cluster, C4H14NS2 overall, with ωB97M-V/def2-TZVPD.

Each line ends with the natural charge from an NBO analysis.
CARTESIAN COORDINATES (ANGSTROEM)
C  -2.1557  0.8548  -0.9826  -0.7289
S  -0.5386  1.5001  -1.6936  0.1852
C  -0.2449  0.3526  -3.0672  -0.7506
H  -1.9818  -0.1956  -0.6602  0.2162
H  -2.9363  0.9347  -1.7764  0.2545
H  -2.5007  1.4548  -0.1182  0.2405
H  0.6343  0.4750  -3.7069  0.2661
H  -0.1031  -0.6356  -2.6412  0.2174
H  -1.0856  0.3004  -3.7568  0.2435
C  0.4019  -0.1621  1.9113  -0.2267
C  1.3830  -1.2184  1.4716  -0.5428
S  1.4741  -2.6657  2.6547  0.0036
N  0.7005  1.0855  1.1137  -0.7138
H  0.5639  0.1465  2.9245  0.2223
H  -0.6422  -0.3982  1.7621  0.2298
H  2.4006  -0.8034  1.4421  0.2198
H  1.1039  -1.5770  0.4429  0.2406
H  1.2187  -3.6187  1.7630  0.1473
H  0.2789  1.8867  1.5853  0.4299
H  0.3504  1.0736  0.0859  0.4218
H  1.6785  1.2102  1.2460  0.4242

Output
Net charge = +1
ΔE to the lowest compared entry with this formula, charge and spin = 1.006 eV
Kohn-Sham gap = 9.63 eV

Computed, not measured: C6H13N2 as an isolated structure, with ωB97M-V/def2-TZVPD.

Each line ends with the natural charge from an NBO analysis.
CARTESIAN COORDINATES (ANGSTROEM)
C  -0.7206  -1.0065  -0.4784  0.5256
C  0.3224  0.0609  0.7792  0.4248
C  -1.5078  -1.8070  -1.4093  -0.6999
C  -1.0014  2.1394  1.5096  -0.4527
C  1.5437  0.2082  1.5923  -0.6953
C  1.0106  0.4465  -1.7151  -0.4232
N  0.2369  -0.0672  -0.6269  -0.3797
N  -0.6549  -0.9679  0.8756  -0.5819
H  -2.5094  -1.9754  -1.0164  0.2680
H  -1.0429  -2.7888  -1.5461  0.2769
H  -1.5662  -1.3245  -2.3817  0.2638
H  -1.9962  1.7613  1.3780  0.1880
H  -0.6052  2.7997  0.7634  0.1923
H  -0.5934  2.1817  2.4985  0.1920
H  2.0019  1.1815  1.4334  0.2538
H  2.2765  -0.5596  1.3294  0.2402
H  1.3033  0.0980  2.6484  0.2579
H  0.3754  0.9541  -2.4411  0.2329
H  1.7350  1.1541  -1.3181  0.2404
H  1.5474  -0.3596  -2.2187  0.2292
H  -1.2417  -1.3059  1.6170  0.4467

Output
Net charge = +1
ΔE to the lowest compared entry with this formula, charge and spin = 3.771 eV
Kohn-Sham gap (spin up / spin down) = 8.13 / 8.62 eV

Computed, not measured: one molecule with the formula C23H35N3O, with ωB97M-V/def2-TZVPD.

Each line ends with the natural charge from an NBO analysis.
CARTESIAN COORDINATES (ANGSTROEM)
O  -3.0898  1.1142  1.6647  -0.6413
C  -2.5202  0.0534  1.4929  0.6949
C  -3.2506  -1.1934  1.0139  -0.5077
C  -4.7612  -0.9657  0.9494  -0.3706
C  -5.4042  -0.8979  2.3324  -0.2277
C  -5.3725  -2.2355  3.1018  -0.4141
C  -6.7759  -2.4268  3.7014  -0.4009
C  -7.4472  -1.0596  3.5796  -0.3976
C  -6.8889  -0.5238  2.2672  -0.3944
N  -1.1919  -0.0790  1.7426  -0.4443
C  -0.3563  -1.2131  1.4303  -0.2059
C  0.6011  -0.8684  0.2856  -0.4375
C  1.4590  0.3461  0.6825  -0.0276
N  2.4698  0.7525  -0.2778  -0.4534
C  2.0187  0.9810  -1.6353  -0.2293
C  3.1056  1.7248  -2.4153  -0.2065
N  4.3086  0.9246  -2.4228  -0.4693
C  5.2574  1.0984  -3.4246  0.2689
C  5.2083  2.1583  -4.3336  -0.3015
C  6.1326  2.2579  -5.3571  -0.1867
C  7.1337  1.3148  -5.5013  -0.2512
C  7.1943  0.2586  -4.6067  -0.1897
C  6.2707  0.1470  -3.5884  -0.2765
C  4.7489  0.6498  -1.0715  -0.2133
C  3.6496  -0.0874  -0.3099  -0.2195
C  0.5257  1.5104  1.0301  -0.4058
C  -0.4300  1.0874  2.1445  -0.2262
H  -3.0342  -2.0237  1.6879  0.2195
H  -2.8776  -1.4472  0.0180  0.2245
H  -4.9476  -0.0225  0.4329  0.2238
H  -5.2221  -1.7714  0.3723  0.1956
H  -4.8803  -0.1325  2.9096  0.2174
H  -4.6163  -2.2109  3.8868  0.2048
H  -5.1296  -3.0630  2.4335  0.1973
H  -7.3358  -3.1593  3.1179  0.1957
H  -6.7388  -2.7782  4.7319  0.2067
H  -8.5345  -1.1274  3.5831  0.2071
H  -7.1380  -0.4139  4.4030  0.1949
H  -7.0357  0.5481  2.1483  0.2144
H  -7.3645  -1.0343  1.4269  0.1894
H  -0.9608  -2.0781  1.1651  0.2175
H  0.2281  -1.4658  2.3249  0.1889
H  1.2362  -1.7295  0.0710  0.2123
H  0.0196  -0.6330  -0.6075  0.2038
H  2.0093  0.0837  1.5962  0.1901
H  1.1147  1.5896  -1.6227  0.2065
H  1.8051  0.0340  -2.1613  0.1698
H  2.7606  1.8674  -3.4403  0.2098
H  3.2718  2.7072  -1.9454  0.1765
H  4.4556  2.9252  -4.2374  0.2120
H  6.0729  3.0913  -6.0427  0.2107
H  7.8559  1.3990  -6.2989  0.2114
H  7.9646  -0.4923  -4.7093  0.2108
H  6.3226  -0.7006  -2.9214  0.2080
H  5.6579  0.0510  -1.0853  0.2100
H  4.9602  1.5939  -0.5427  0.1786
H  3.9838  -0.2769  0.7126  0.2019
H  3.4594  -1.0555  -0.8060  0.1663
H  1.1151  2.3703  1.3466  0.2214
H  -0.0640  1.7992  0.1598  0.2014
H  -1.1421  1.8837  2.3656  0.2520
H  0.1335  0.8438  3.0524  0.1837

Output
ΔE to the lowest compared entry with this formula, charge and spin = 0.000 eV
Structure (SMILES) = O=C(CCC1CCCC1)N1CCC(N2CCN(c3ccccc3)CC2)CC1
Kohn-Sham gap = 8.53 eV

Computed, not measured: a 2-piece molecular cluster, C7H9OS overall, with ωB97M-V/def2-TZVPD.

Each line ends with the natural charge from an NBO analysis.
CARTESIAN COORDINATES (ANGSTROEM)
C  -0.3473  0.0590  2.7489  -0.4934
C  -0.2511  0.2468  1.5488  -0.0064
C  2.7109  -0.9500  -0.0091  0.4398
C  -1.9880  -0.7418  -0.8282  -0.6033
C  0.4606  1.7058  -0.3357  -0.5978
C  -0.4552  -0.6642  -0.7477  -0.3924
C  0.0432  0.3769  0.2170  -0.3691
O  2.3496  -2.0752  -0.0728  -0.5188
S  3.7478  0.2388  -0.0451  -0.1245
H  -0.7432  -0.0026  3.7206  0.1954
H  -2.3082  -1.4517  -1.5960  0.1720
H  -2.3964  -1.0609  0.1308  0.2019
H  -2.4047  0.2360  -1.0682  0.1858
H  -0.4003  2.3404  -0.6107  0.1554
H  1.0561  2.2579  0.3929  0.2029
H  1.0696  1.5777  -1.2358  0.1855
H  -0.0634  -0.4368  -1.7459  0.1766
H  -0.0798  -1.6562  -0.4638  0.1906

Output
Net charge = -1
ΔE to the lowest compared entry with this formula, charge and spin = 0.657 eV
Kohn-Sham gap (spin up / spin down) = 4.60 / 4.60 eV

Computed, not measured: a 13-piece molecular cluster, C14H54N12O17 overall, with ωB97M-V/def2-TZVPD.

Each line ends with the Mulliken spin population.
CARTESIAN COORDINATES (ANGSTROEM)
C  -21.0307  5.7098  5.4848  0.4246
O  -21.7687  4.8597  5.9494  -0.0771
N  -19.9226  5.5408  4.9510  -0.0102
N  -21.3586  6.9947  5.3217  -0.1504
H  -19.3532  6.3385  4.7072  -0.0933
H  -19.4973  4.6545  5.1826  -0.0431
H  -20.6965  7.6780  4.9831  0.0017
H  -22.2899  7.1911  5.6597  0.0015
C  -20.1186  10.8474  4.9445  0.1126
O  -20.9588  11.6559  5.0928  -0.0382
N  -19.8948  9.9353  5.8104  -0.0349
N  -19.5863  10.5337  3.7807  0.7713
H  -19.0502  9.3815  5.8189  -0.0223
H  -20.4180  10.0307  6.6691  0.0134
H  -19.2003  9.6025  3.7176  -0.0687
H  -19.6567  11.0397  2.9094  -0.1566
C  -23.2056  9.7537  0.5773  0.3433
O  -23.9206  10.5940  0.8616  -0.0809
N  -22.1171  9.3898  1.1836  -0.2062
N  -23.3877  8.9255  -0.4021  0.0328
H  -22.0166  9.6094  2.1643  0.0020
H  -21.5878  8.6575  0.7324  -0.0075
H  -22.5377  8.3910  -0.5114  -0.0494
H  -24.2013  9.0002  -0.9958  0.0022
C  -17.6440  6.8709  8.1380  0.7334
O  -18.0806  7.5395  7.2051  -0.3401
N  -16.4865  6.3556  8.0884  -0.0570
N  -18.1975  6.6258  9.2794  -0.1256
H  -15.9192  6.6672  7.3131  -0.0436
H  -16.1209  5.9649  8.9450  -0.0620
H  -18.9833  7.1758  9.5958  0.0091
H  -17.7491  5.9951  9.9285  -0.0116
C  -22.1246  14.5144  2.6168  -0.0057
O  -22.4093  15.3651  1.7848  -0.0006
N  -22.8428  14.2183  3.6598  -0.0019
N  -21.1168  13.6814  2.5321  -0.0087
H  -22.5267  13.3856  4.1361  -0.0002
H  -23.7059  14.7255  3.7936  0.0004
H  -20.4586  13.7560  1.7697  -0.0036
H  -20.9152  12.9359  3.1831  -0.0089
C  -21.3728  8.3400  9.1442  0.0533
O  -20.5179  8.7620  9.8727  -0.0188
N  -22.6207  8.5908  9.3433  -0.0046
N  -21.2264  7.6671  8.0590  -0.0453
H  -23.2106  7.9047  8.8945  0.0008
H  -22.7940  8.8874  10.2931  -0.0014
H  -22.0693  7.3626  7.5933  0.0013
H  -20.2862  7.4102  7.7942  0.0142
C  -17.1277  9.9003  10.3322  -0.0160
C  -17.0974  10.6205  9.0189  -0.0093
O  -15.8349  11.0868  8.5058  -0.0072
O  -16.7753  10.7779  11.4225  -0.0044
H  -16.4093  9.0819  10.3782  0.0190
H  -18.1884  9.6834  10.4586  -0.0045
H  -17.8514  11.3991  9.1339  0.0007
H  -17.4218  9.9657  8.2102  0.0013
H  -15.4544  11.6683  9.1681  0.0042
H  -15.8556  10.6316  11.6557  0.0011
C  -20.6007  15.4186  6.7356  0.0004
C  -20.5111  16.1963  8.1281  -0.0001
O  -21.6378  15.8944  8.9310  0.0000
O  -20.5145  14.0243  6.9450  -0.0045
H  -19.9193  15.9028  6.0360  -0.0003
H  -21.5658  15.5265  6.2406  -0.0001
H  -20.5331  17.2761  7.9814  0.0000
H  -19.7049  15.9379  8.8146  0.0001
H  -21.5553  14.9707  9.1793  0.0000
H  -20.8213  13.5740  6.1546  -0.0002
C  -15.6816  8.9703  5.5991  0.2338
C  -15.2237  10.4466  5.1211  0.1984
O  -15.9785  11.4377  5.8747  -0.0214
O  -15.1273  7.9725  4.6899  -0.2472
H  -16.7478  8.9723  5.3726  0.1236
H  -15.4207  8.5156  6.5548  0.1404
H  -15.6077  10.4998  4.1024  -0.1046
H  -14.1383  10.5465  5.1296  0.0322
H  -15.7419  11.2636  6.7887  -0.0010
H  -15.5524  7.1306  4.8692  0.0271
C  -18.3769  13.8964  -0.0864  0.0556
C  -18.5038  12.3619  -0.2694  0.1859
O  -19.4071  11.9793  0.7321  -0.0557
O  -19.6427  14.5037  -0.1253  0.0058
H  -17.7829  14.5195  -0.7550  -0.0029
H  -17.8133  14.0054  0.8403  -0.0004
H  -17.5850  11.8082  -0.0764  0.0826
H  -18.8981  12.1268  -1.2580  -0.0736
H  -20.2492  12.3995  0.5428  0.0485
H  -19.8054  14.8570  -1.0030  -0.0024
O  -17.0903  13.2256  3.9694  -0.0045
H  -16.7723  12.7803  4.7548  -0.0012
H  -17.9514  12.8403  3.8071  -0.0109
O  -18.2553  8.1303  3.1628  -0.8837
H  -17.7735  8.7275  2.5906  0.3838
H  -17.9956  7.2564  2.8709  0.3693
O  -17.1333  9.7105  1.4008  -0.4241
H  -17.9131  10.1365  1.0448  0.1589
H  -16.6255  9.4568  0.6301  0.0681

Output
Net charge = -1
⟨S²⟩ = 0.75
2S+1 = 2
Kohn-Sham gap (spin up / spin down) = 1.89 / 8.93 eV